# 1
Below is 2 unconnected molecules or ions with the total composition C4H12S at a distorted geometry, with properties calculated with the ωB97M-V functional and the def2-TZVPD basis.

Structure (XYZ):
```
17
Properties=species:S:1:pos:R:3:lowdin_spin:R:1
C -1.102 -1.047 -1.472 0.006
C -0.855 -2.248 -2.349 0.002
H -0.198 -0.471 -1.270 0.006
H -1.923 -0.409 -1.794 0.002
H -1.401 -1.425 -0.488 0.004
H -1.819 -2.700 -2.594 0.000
H -0.049 -2.874 -1.959 0.004
H -0.420 -2.041 -3.338 0.002
C 1.395 2.375 0.782 0.027
C 0.397 0.514 2.659 0.023
S 1.886 1.030 1.820 0.821
H 0.985 3.234 1.324 0.014
H 2.310 2.711 0.301 0.035
H 0.649 2.122 0.025 0.012
H -0.423 0.858 2.013 0.005
H 0.191 0.942 3.639 0.013
H 0.377 -0.572 2.702 0.024
```

Values from the calculation:
Relative energy (zero: lowest compared OMol25 entry of this formula, charge and spin) ... 50.3 kJ/mol
Kohn-Sham gap (alpha / beta) ... 0.06802 / 0.29966 Ha
Charge ... -1
<S²> ... 0.751
Spin multiplicity ... 2
DFT total energy ... -15175.8565 eV



# 2
Below is 2 unconnected molecules or ions with the total composition C4H12S at a distorted geometry, with properties calculated with the ωB97M-V functional and the def2-TZVPD basis.

Structure (XYZ):
```
17
Properties=species:S:1:pos:R:3:nbo_charge:R:1
C -2.667 0.001 0.181 -0.608
C -2.101 -0.401 1.543 -0.607
H -3.444 0.760 0.219 0.205
H -3.120 -0.876 -0.289 0.192
H -1.940 0.324 -0.549 0.209
H -2.837 -0.977 2.053 0.202
H -1.161 -0.943 1.524 0.200
H -1.983 0.527 2.108 0.203
C 2.088 -1.275 -0.264 -0.613
C 1.064 -0.431 -1.046 -0.519
S 0.866 1.213 -0.316 -0.043
H 1.653 -1.709 0.639 0.206
H 2.904 -0.633 0.058 0.211
H 2.444 -2.125 -0.845 0.215
H 1.428 -0.295 -2.061 0.219
H 0.123 -0.981 -1.080 0.209
H 1.290 0.950 0.926 0.119
```

Values from the calculation:
Relative energy (zero: lowest compared OMol25 entry of this formula, charge and spin) ... 16.0 kJ/mol
Kohn-Sham gap ... 0.36815 Ha
Charge ... 0
SMILES ... CCS.CC
DFT total energy ... -15177.5404 eV



# 3
Below is 2 unconnected molecules or ions with the total composition C4H12S at a distorted geometry, with properties calculated with the ωB97M-V functional and the def2-TZVPD basis.

Structure (XYZ):
```
17
Properties=species:S:1:pos:R:3:nbo_charge:R:1
C 1.792 -2.856 3.624 -0.606
C 0.959 -2.354 4.800 -0.604
H 1.255 -2.717 2.725 0.202
H 1.786 -3.949 3.695 0.201
H 2.810 -2.486 3.587 0.205
H -0.033 -2.820 4.781 0.201
H 1.447 -2.605 5.723 0.201
H 0.679 -1.297 4.812 0.201
C -1.651 2.517 -2.530 -0.760
S -1.003 0.856 -2.428 0.164
C 0.689 0.922 -1.748 -0.730
H -1.310 3.279 -1.826 0.221
H -2.732 2.457 -2.428 0.231
H -1.476 2.953 -3.502 0.208
H 1.320 0.591 -2.552 0.221
H 0.938 1.938 -1.442 0.222
H 0.718 0.293 -0.865 0.224
```

Values from the calculation:
Relative energy (zero: lowest compared OMol25 entry of this formula, charge and spin) ... 47.5 kJ/mol
Kohn-Sham gap ... 0.34186 Ha
Charge ... 0
SMILES ... CSC.CC
DFT total energy ... -15177.2139 eV